[1]
9
Properties=species:S:1:pos:R:3:mulliken_charge:R:1 method="wB97M-V/def2-TZVPD" homo_energy_ev=-8.26 total_charge=0 smiles="S/N=C/NS" homo_lumo_gap_ev=8.9249 lumo_ev=0.66
S -0.12 2.42 0.82 -0.156
N 0.37 0.79 1.08 -0.454
C -0.08 0.04 0.15 0.147
N 0.28 -1.30 0.01 -0.288
S -0.12 -2.13 -1.41 -0.135
H 0.78 2.99 1.66 0.150
H -0.90 0.22 -0.56 0.314
H 1.00 -1.63 0.64 0.280
H -1.14 -2.77 -0.88 0.142



[2]
9
Properties=species:S:1:pos:R:3:mulliken_charge:R:1 method="wB97M-V/def2-TZVPD" homo_energy_ev=-8.51 total_charge=0 smiles=SSN1CN1 homo_lumo_gap_ev=9.0497 lumo_ev=0.54
S -2.37 -0.42 -0.21 -0.196
S -1.29 1.10 0.45 0.008
N 0.21 0.37 0.68 -0.126
C 0.92 -0.24 -0.55 -0.257
N 1.39 0.95 0.14 -0.420
H -2.80 -1.18 0.72 0.149
H 0.29 -0.02 -1.42 0.380
H 1.32 -1.32 -0.34 0.224
H 2.33 0.77 0.53 0.237



[3]
10
Properties=species:S:1:pos:R:3:mulliken_charge:R:1 method="wB97M-V/def2-TZVPD" homo_energy_ev=-8.69 total_charge=0 smiles="S=C(NS)NS" homo_lumo_gap_ev=9.0417 lumo_ev=0.36
S 2.26 0.36 -0.81 -0.394
C 0.71 0.12 -0.26 0.454
N -0.22 1.11 -0.28 -0.329
S -1.89 0.91 -0.60 -0.126
N 0.33 -1.10 0.24 -0.327
S -0.77 -1.33 1.54 -0.136
H 0.20 1.99 -0.58 0.280
H -1.77 0.76 -1.94 0.149
H 1.07 -1.80 0.12 0.279
H 0.07 -1.02 2.57 0.150



[4]
8
Properties=species:S:1:pos:R:3:mulliken_charge:R:1 method="wB97M-V/def2-TZVPD" homo_energy_ev=-17.22 total_charge=+1 homo_lumo_gap_ev=9.3640 lumo_ev=-7.85
H -0.93 -0.39 -0.30 0.341
N -0.84 -1.31 -0.21 -0.232
C 0.36 -1.07 -0.28 -0.048
N 0.75 0.27 -0.12 0.034
N 0.03 1.16 0.30 -0.172
H 1.20 -1.76 -0.48 0.364
H -1.11 0.99 0.61 0.357
H 0.54 2.12 0.48 0.356



[5]
8
Properties=species:S:1:pos:R:3:mulliken_charge:R:1 method="wB97M-V/def2-TZVPD" homo_energy_ev="-15.07 / -15.42" total_charge=+1 homo_lumo_gap_ev="8.6148 / 9.3997" lumo_ev="-6.46 / -6.02"
C 0.34 -0.51 0.34 0.314
N -0.50 0.65 -1.13 -0.576
N -0.27 -0.56 -0.80 0.346
N 0.40 0.15 1.41 -0.200
H -0.43 0.76 -2.17 0.275
H -0.29 -1.37 -1.34 0.275
H -0.37 0.80 1.63 0.286
H 1.12 0.08 2.07 0.280



[6]
10
Properties=species:S:1:pos:R:3:mulliken_charge:R:1 method="wB97M-V/def2-TZVPD" homo_energy_ev="-2.71 / -2.71" total_charge=-1 s2=2.008 homo_lumo_gap_ev="6.8253 / 4.3873" spin_multiplicity=3 lumo_ev="4.11 / 1.68"
C 0.29 -0.81 0.66 -0.630
N 0.81 -0.93 -1.49 -0.128
N -0.69 2.30 0.41 -0.044
N -0.06 -1.42 -0.67 -0.372
O -1.53 3.12 0.95 -0.280
O 0.84 -1.35 -2.69 -0.631
H 1.19 -0.31 0.40 0.440
H -0.45 -0.21 0.99 0.009
H 0.65 -1.71 1.25 0.289
H -1.05 1.32 0.19 0.347



[7]
9
Properties=species:S:1:pos:R:3:mulliken_charge:R:1 method="wB97M-V/def2-TZVPD" homo_energy_ev="-10.02 / -7.46" total_charge=0 homo_lumo_gap_ev="9.4607 / 6.5969" lumo_ev="-0.55 / -0.86"
C -0.12 -0.62 -0.91 -0.367
N -0.77 0.46 -1.67 -0.168
N -0.49 1.59 -1.34 -0.189
N 0.56 1.65 -0.40 0.018
P 1.12 0.22 0.26 -0.001
H -0.88 -1.07 -0.17 0.221
H 0.19 -1.44 -1.62 0.311
H 0.76 2.61 -0.22 0.241
H -0.21 -1.22 2.22 -0.065



[8]
9
Properties=species:S:1:pos:R:3:mulliken_charge:R:1 method="wB97M-V/def2-TZVPD" homo_energy_ev="-5.75 / -8.88" total_charge=0 s2=2.011 homo_lumo_gap_ev="6.0982 / 7.3159" spin_multiplicity=3 lumo_ev="0.35 / -1.57"
C 0.96 -0.73 -0.43 -0.517
N -0.04 0.21 -0.12 0.273
N -1.33 0.06 -0.15 -0.045
N -2.19 0.96 0.01 -0.551
P 1.59 0.95 -0.02 0.050
H 1.35 -1.34 0.55 0.176
H 0.96 -1.34 -1.32 0.331
H -3.06 0.53 0.05 0.251
H 1.76 0.71 1.43 0.032



[9]
9
Properties=species:S:1:pos:R:3:mulliken_charge:R:1 method="wB97M-V/def2-TZVPD" homo_energy_ev=-7.97 total_charge=0 homo_lumo_gap_ev=8.8220 lumo_ev=0.85
C 0.71 0.44 0.79 -0.506
N -3.13 -0.15 0.27 -0.139
N -2.28 0.48 0.55 0.128
N 0.82 -0.08 -0.37 0.253
N 0.61 -1.27 -0.83 -0.835
H 1.22 1.26 1.15 0.280
H 0.16 -0.13 1.47 0.359
H 1.35 0.61 -1.13 0.274
H 0.55 -1.17 -1.89 0.185



[10]
9
Properties=species:S:1:pos:R:3:mulliken_charge:R:1 method="wB97M-V/def2-TZVPD" homo_energy_ev=-9.21 total_charge=0 homo_lumo_gap_ev=9.3775 lumo_ev=0.17
C 1.24 0.09 0.33 0.113
N 1.73 0.84 -0.60 -0.423
N -0.12 0.71 -1.17 -0.497
N -0.09 0.05 0.14 0.291
N -1.00 -0.88 0.56 -0.613
H 1.77 -0.38 1.14 0.385
H -0.47 1.66 -1.06 0.251
H -1.16 -1.63 -0.12 0.251
H -1.89 -0.45 0.79 0.244



Energy / eV: -25751.1651; -25749.1100; -36587.0699; -5559.6457; -5560.4609; -9661.6287; -14855.7650; -14853.6178; -7059.9880; -7057.1674
Strongest force on any atom / eV/Å: 1.357; 4.451; 0.871; 6.621; 3.884; 5.842; 1.853; 3.963; 6.103; 3.798
Relative energy (zero: lowest compared OMol25 entry of this formula, charge and spin) / kJ/mol: 127.82; 326.10; 0.92; 505.51; 426.85; 44.13; 480.62; 382.07; 289.17; 561.31